{"formula": "C57H98N3O31P3", "method": "wB97M-V/def2-TZVPD", "homo_energy_ev": -6.587, "fmax_ha_per_bohr": 0.0970, "total_charge": 0, "gap_ev": 6.063, "energy_ha": -5751.228101, "species": ["C", "C", "N", "C", "C", "N", "C", "C", "H", "H", "H", "H", "H", "H", "H", "H", "H", "H", "H", "N", "O", "O", "O", "C", "C", "C", "C", "C", "C", "O", "O", "H", "H", "H", "H", "H", "H", "C", "C", "C", "C", "C", "C", "O", "O", "H", "H", "H", "H", "H", "H", "C", "C", "C", "C", "C", "C", "O", "O", "H", "H", "H", "H", "H", "H", "C", "C", "C", "C", "C", "C", "O", "O", "H", "H", "H", "H", "H", "H", "C", "C", "C", "C", "C", "C", "O", "O", "H", "H", "H", "H", "H", "H", "C", "O", "P", "O", "O", "C", "O", "C", "H", "H", "H", "H", "H", "H", "H", "H", "H", "C", "O", "P", "O", "O", "C", "O", "C", "H", "H", "H", "H", "H", "H", "H", "H", "H", "C", "O", "P", "O", "O", "C", "O", "C", "H", "H", "H", "H", "H", "H", "H", "H", "H", "C", "O", "C", "C", "O", "C", "H", "H", "H", "H", "H", "H", "H", "H", "H", "H", "C", "O", "C", "C", "O", "C", "H", "H", "H", "H", "H", "H", "H", "H", "H", "H", "C", "O", "C", "C", "O", "C", "H", "H", "H", "H", "H", "H", "H", "H", "H", "H"], "coordinates": [[7.987, -12.938, -26.326], [8.218, -11.642, -27.144], [6.945, -10.919, -27.335], [6.704, -9.606, -27.053], [5.511, -9.206, -27.654], [4.972, -10.400, -28.105], [5.805, -11.390, -27.889], [3.728, -10.596, -28.768], [8.763, -13.702, -26.350], [7.082, -13.498, -26.561], [7.805, -12.590, -25.309], [8.631, -11.807, -28.139], [8.924, -10.999, -26.618], [7.415, -9.071, -26.441], [4.885, -8.334, -27.775], [5.565, -12.412, -28.143], [3.147, -11.284, -28.154], [3.871, -10.850, -29.818], [3.245, -9.622, -28.683], [1.822, -10.019, -24.148], [1.498, -9.148, -24.953], [2.360, -9.710, -23.114], [1.647, -11.194, -24.410], [6.921, -7.458, -35.181], [7.965, -6.612, -35.528], [9.311, -7.059, -35.384], [9.620, -8.300, -34.810], [8.540, -8.970, -34.315], [7.239, -8.611, -34.588], [6.189, -9.343, -34.099], [10.278, -6.275, -35.894], [5.870, -7.220, -35.248], [7.931, -5.644, -36.005], [10.602, -8.720, -34.648], [8.630, -9.907, -33.784], [5.473, -8.707, -34.038], [11.116, -6.652, -35.616], [5.215, -15.783, -23.381], [5.714, -15.428, -22.097], [6.698, -16.253, -21.582], [7.281, -17.338, -22.267], [6.723, -17.650, -23.481], [5.758, -16.912, -24.067], [5.040, -17.369, -25.146], [7.151, -16.004, -20.354], [4.347, -15.235, -23.718], [5.461, -14.513, -21.583], [8.010, -17.929, -21.732], [7.035, -18.480, -24.097], [5.481, -18.140, -25.508], [7.506, -16.804, -19.960], [7.225, -16.114, -30.104], [5.977, -15.832, -30.522], [5.724, -15.170, -31.704], [6.828, -14.562, -32.386], [8.125, -14.708, -31.902], [8.271, -15.538, -30.821], [9.544, -15.790, -30.341], [4.475, -15.335, -32.252], [7.457, -16.815, -29.316], [5.184, -16.425, -30.091], [6.673, -14.025, -33.311], [8.934, -14.173, -32.378], [10.256, -15.765, -30.985], [3.943, -14.545, -32.133], [7.698, -8.791, -18.549], [6.930, -9.247, -19.663], [7.488, -9.976, -20.747], [8.818, -10.369, -20.649], [9.593, -9.959, -19.569], [9.005, -9.244, -18.489], [9.834, -8.934, -17.392], [6.794, -10.293, -21.874], [7.417, -8.161, -17.718], [5.898, -8.928, -19.692], [9.215, -10.836, -21.538], [10.648, -10.173, -19.485], [9.366, -8.290, -16.855], [6.017, -9.733, -21.945], [-1.743, -3.466, -25.646], [-0.593, -4.193, -25.417], [0.618, -3.816, -26.023], [0.697, -2.564, -26.677], [-0.422, -1.746, -26.765], [-1.621, -2.265, -26.314], [-2.763, -1.497, -26.339], [1.691, -4.639, -25.889], [-2.719, -3.843, -25.379], [-0.697, -5.154, -24.937], [1.627, -2.292, -27.154], [-0.336, -0.838, -27.344], [-3.062, -1.216, -27.207], [1.411, -5.549, -25.766], [-3.197, -14.491, -29.715], [-2.045, -13.856, -30.155], [-0.639, -14.669, -30.354], [0.479, -13.829, -30.766], [-0.579, -15.397, -28.840], [0.505, -15.228, -28.005], [-1.063, -15.876, -31.416], [-1.146, -15.684, -32.772], [-3.587, -15.163, -30.479], [-3.956, -13.750, -29.467], [-2.999, -14.962, -28.752], [1.361, -14.815, -28.538], [0.769, -16.054, -27.344], [0.097, -14.525, -27.279], [-2.147, -16.063, -32.981], [-0.479, -16.399, -33.255], [-1.065, -14.662, -33.142], [16.271, -15.135, -20.472], [15.972, -13.945, -21.275], [14.526, -13.224, -20.972], [14.060, -13.508, -19.570], [14.747, -11.650, -21.228], [15.637, -10.818, -20.445], [13.585, -13.731, -22.225], [12.882, -14.922, -22.145], [15.429, -15.387, -19.828], [17.179, -14.997, -19.884], [16.419, -16.039, -21.063], [16.404, -10.494, -21.148], [15.966, -11.323, -19.537], [15.083, -9.906, -20.218], [13.178, -15.428, -21.226], [13.127, -15.578, -22.981], [11.796, -14.846, -22.110], [12.153, -23.708, -26.667], [12.498, -22.651, -25.742], [11.380, -21.985, -24.748], [10.004, -22.302, -25.051], [11.799, -22.527, -23.276], [11.161, -22.091, -22.144], [11.693, -20.362, -24.714], [11.530, -19.568, -25.884], [12.419, -23.305, -27.645], [11.083, -23.912, -26.670], [12.913, -24.480, -26.545], [10.178, -21.657, -22.331], [11.634, -21.236, -21.661], [11.161, -22.927, -21.445], [10.778, -18.811, -25.658], [11.321, -20.185, -26.758], [12.495, -19.095, -26.066], [-3.088, -10.508, -26.392], [-3.926, -9.764, -27.259], [-3.522, -8.474, -27.592], [-2.257, -8.312, -28.461], [-2.616, -7.909, -29.795], [-3.048, -9.015, -30.555], [-3.608, -11.411, -26.071], [-2.957, -9.918, -25.485], [-2.193, -10.897, -26.877], [-3.531, -7.918, -26.654], [-4.380, -8.051, -28.116], [-1.684, -9.239, -28.482], [-1.612, -7.523, -28.073], [-2.441, -9.919, -30.507], [-3.124, -8.752, -31.610], [-4.025, -9.359, -30.217], [15.226, -11.175, -28.262], [14.328, -10.127, -28.672], [13.820, -9.271, -27.669], [12.798, -8.318, -28.325], [11.605, -8.886, -28.807], [10.731, -8.003, -29.455], [16.256, -10.865, -28.087], [15.288, -11.961, -29.015], [15.052, -11.607, -27.276], [14.664, -8.813, -27.154], [13.242, -9.866, -26.962], [13.363, -7.821, -29.115], [12.494, -7.528, -27.638], [9.768, -8.466, -29.670], [11.177, -7.682, -30.397], [10.539, -7.099, -28.877], [1.478, -8.791, -33.714], [2.385, -7.714, -33.605], [1.967, -6.638, -32.709], [2.910, -5.398, -32.856], [4.167, -5.778, -32.257], [4.991, -4.624, -31.864], [1.985, -9.447, -34.422], [0.551, -8.416, -34.148], [1.275, -9.337, -32.793], [1.977, -6.980, -31.675], [1.000, -6.250, -33.029], [2.552, -4.649, -32.150], [3.016, -4.968, -33.852], [5.090, -3.984, -32.740], [6.005, -4.822, -31.517], [4.441, -4.184, -31.033]], "forces_ev_per_angstrom": [[-0.516, 0.460, 0.344], [-0.141, -1.173, 0.041], [-1.621, -0.134, 0.248], [-0.154, 1.722, -0.701], [0.590, -1.829, 0.870], [1.492, 0.201, 0.215], [1.201, -0.601, -0.118], [-1.287, 0.944, 0.205], [0.374, 0.562, -0.070], [-0.133, 0.267, -0.523], [0.266, -0.325, 0.233], [-0.042, -0.149, 0.024], [-0.287, 0.145, -0.022], [-0.070, 0.231, -0.348], [0.541, 0.224, 0.471], [0.336, 0.043, -0.053], [-0.177, -0.184, -0.515], [-0.153, -0.233, 0.216], [-0.408, -0.204, -0.326], [0.213, 0.164, -0.585], [-0.712, 1.493, -1.595], [1.308, 0.934, 2.723], [-0.583, -2.523, -0.837], [0.460, 2.496, -0.917], [1.974, -0.430, -0.366], [-1.252, -0.632, -0.061], [-0.802, 1.081, 0.149], [-0.721, -1.969, 0.098], [-0.222, -1.151, 1.447], [0.161, -0.691, 0.308], [0.655, 0.690, -0.203], [-0.034, 0.457, -0.364], [-0.663, 0.082, 0.012], [0.263, 0.351, -0.176], [0.325, -0.131, 0.115], [-0.501, -0.264, 0.193], [0.247, 0.166, -0.129], [0.850, -0.310, 1.012], [0.330, -0.855, -2.198], [0.805, -1.011, -0.621], [-1.425, 1.105, 0.553], [1.430, -1.191, -0.839], [-2.994, 2.143, 1.126], [0.275, 0.328, -0.450], [0.357, 0.824, 1.872], [0.079, -0.047, -0.530], [-0.430, -0.177, 0.099], [0.190, -0.150, -0.318], [0.419, -0.520, 0.319], [0.023, -0.138, -0.077], [0.118, 0.035, 0.004], [2.106, 0.478, -0.208], [-1.683, -1.255, -0.358], [1.695, 0.669, -0.805], [-1.438, -0.426, 0.378], [-1.622, 0.124, -0.217], [2.034, -0.196, 0.837], [-0.018, -0.399, 0.839], [-0.109, 0.437, -0.225], [-0.066, 0.139, 0.147], [-0.426, 0.317, 0.152], [-0.222, 0.073, -0.058], [0.217, -0.248, 0.038], [-0.378, 0.211, -0.377], [-0.162, 0.144, -0.074], [0.718, -1.653, -1.395], [0.391, 0.666, 0.145], [-0.228, 0.880, 2.083], [0.060, 0.820, -0.131], [-0.750, 0.136, 1.028], [1.190, 0.036, -0.314], [-0.530, -0.321, -1.169], [0.110, -0.119, -0.094], [-0.930, 0.015, -0.204], [-0.210, -0.046, -0.242], [0.398, -0.272, 0.169], [0.038, -0.193, -0.134], [-0.003, 0.046, 0.151], [-0.321, -0.032, 0.039], [0.682, 0.085, -0.251], [0.091, -0.359, -0.961], [-1.062, 0.690, 0.668], [0.403, -1.344, 0.422], [0.503, -1.201, -0.431], [-0.889, 1.055, 0.207], [-0.868, 0.364, 0.135], [0.787, 0.430, -0.552], [-0.003, 0.193, 0.247], [0.290, -0.136, 0.193], [0.124, 0.109, 0.084], [-0.297, 0.236, 0.250], [0.405, -0.106, -0.189], [-0.140, -0.135, 0.208], [-1.085, -0.364, 0.962], [2.684, 0.320, -1.069], [-2.618, -1.524, 1.268], [0.086, -0.078, 0.125], [-1.273, -0.510, -4.465], [0.653, 1.588, 1.818], [1.379, 1.468, 4.563], [-1.104, -0.787, -1.670], [-0.002, -0.232, 0.216], [0.104, 0.279, -0.430], [-0.042, -0.583, -0.209], [0.109, -0.099, 0.261], [-0.095, -0.749, -0.874], [0.794, 0.623, 0.224], [-0.186, 0.290, -0.671], [0.364, 0.464, -0.214], [0.322, -0.034, 0.184], [-0.354, -0.202, 0.048], [-0.936, -0.086, 0.574], [0.166, -0.313, 1.485], [0.311, 0.110, -2.368], [-0.510, -1.775, -0.747], [-0.501, 0.113, -0.691], [1.460, 2.880, 0.941], [-0.239, -1.944, 0.863], [0.162, 0.393, 0.243], [-0.164, 0.392, -0.045], [0.084, 0.413, -0.709], [0.458, -0.371, 0.433], [0.182, 0.114, -0.208], [-0.177, -0.243, 0.316], [-0.186, -0.355, 0.037], [0.204, 0.191, -0.130], [0.021, 0.687, -0.051], [0.819, 1.130, -0.721], [-1.264, 1.091, 1.590], [1.978, 0.537, 0.519], [-1.206, -0.203, -0.747], [1.344, 0.464, -3.186], [-0.984, 1.096, 1.792], [0.181, -2.650, 0.665], [0.572, -0.058, -0.024], [-0.305, 0.140, -0.202], [0.297, -0.542, 0.367], [-0.775, -0.515, 0.530], [-0.469, -0.740, -0.169], [0.795, -0.099, -0.053], [-0.395, 0.166, 0.019], [-0.085, -0.159, -0.368], [-0.441, 0.168, 0.010], [-0.076, 0.198, -0.020], [-0.646, 0.055, 0.149], [-0.299, -1.624, -0.642], [-0.276, 0.434, 0.429], [-0.746, 0.478, -0.059], [0.792, -0.691, 0.195], [-0.780, -0.261, -0.252], [-0.441, 0.096, -0.191], [0.801, -0.017, 0.057], [0.421, 0.585, 0.147], [0.788, 0.441, 0.186], [0.136, 0.031, -0.407], [0.044, -0.126, -0.015], [-0.083, 0.011, 0.005], [0.692, 0.149, 0.292], [0.009, 0.330, 0.108], [-0.343, 0.089, 0.011], [0.290, 0.531, 0.455], [0.639, -1.012, -0.332], [-1.271, -1.120, -0.394], [0.881, 1.083, -0.019], [0.011, -1.511, 0.418], [0.503, 0.517, -0.283], [0.252, 0.819, -0.521], [-0.486, 0.200, -0.037], [-1.078, -0.179, 0.023], [-0.300, 0.713, 0.067], [0.121, -0.228, 0.457], [-0.138, 0.137, -0.512], [0.333, 0.135, 0.490], [0.223, -0.350, 0.155], [-0.044, 0.099, -0.268], [0.005, 0.144, 0.314], [0.369, 0.434, -0.631], [0.171, 1.304, 1.225], [1.141, 0.431, -1.810], [0.678, -1.362, 2.161], [1.496, 0.217, -0.334], [-1.583, -0.678, -0.588], [-0.364, -0.265, 0.026], [-0.303, -0.246, 0.002], [0.074, 0.142, 0.263], [-0.136, 0.059, 0.016], [-0.457, -0.360, 0.203], [-0.754, 0.379, -0.327], [-0.025, -0.293, -0.169], [-0.127, 0.424, 0.188], [-0.227, -0.942, -0.147], [0.141, 0.664, -0.101]], "lowdin_charge": [-0.049, -0.132, -0.039, 0.004, 0.054, -0.118, -0.016, 0.022, 0.083, 0.065, 0.083, 0.126, 0.125, 0.137, 0.140, 0.173, 0.121, 0.112, 0.105, -0.736, -0.110, -0.061, -0.080, -0.027, 0.016, -0.329, -0.017, -0.034, -0.361, 0.038, 0.049, 0.126, 0.115, 0.115, 0.117, 0.084, 0.102, 0.023, 0.012, -0.362, -0.010, -0.063, -0.339, 0.030, 0.053, 0.112, 0.122, 0.112, 0.115, 0.092, 0.104, -0.022, -0.045, -0.317, 0.006, -0.029, -0.325, 0.020, 0.031, 0.123, 0.124, 0.111, 0.117, 0.100, 0.104, -0.019, 0.000, -0.333, -0.024, -0.005, -0.304, 0.013, 0.043, 0.109, 0.107, 0.111, 0.110, 0.084, 0.106, -0.017, -0.014, -0.313, -0.014, -0.022, -0.345, 0.014, 0.043, 0.121, 0.117, 0.108, 0.114, 0.100, 0.104, -0.133, -0.228, 0.546, -0.234, -0.234, -0.141, -0.238, -0.148, 0.090, 0.092, 0.087, 0.078, 0.090, 0.096, 0.089, 0.092, 0.096, -0.095, -0.234, 0.499, -0.269, -0.237, -0.067, -0.219, -0.141, 0.068, 0.086, 0.081, 0.088, 0.093, 0.088, 0.077, 0.090, 0.091, -0.079, -0.234, 0.456, -0.225, -0.207, -0.155, -0.240, -0.104, 0.080, 0.085, 0.090, 0.087, 0.086, 0.097, 0.090, 0.085, 0.087, -0.090, -0.206, -0.214, -0.161, -0.190, -0.126, 0.082, 0.094, 0.084, 0.116, 0.127, 0.113, 0.121, 0.083, 0.085, 0.083, -0.098, -0.186, -0.193, -0.208, -0.184, -0.116, 0.076, 0.085, 0.079, 0.128, 0.119, 0.123, 0.121, 0.083, 0.087, 0.084, -0.116, -0.214, -0.153, -0.181, -0.234, -0.072, 0.087, 0.084, 0.084, 0.124, 0.118, 0.112, 0.124, 0.082, 0.079, 0.081]}